DFT (ωB97M-V with the def2-TZVPD basis set) results for a 3-piece molecular cluster, C13H32BIN3O4 overall.

```
! wB97M-V def2-TZVPD RIJCOSX def2/J DEFGRID3
* xyz 1 1
I -2.10359 -2.80360 3.03708
O -1.05777 -2.39304 -3.95743
O 3.81328 -0.46701 -1.45764
O -5.22374 1.96776 1.42357
O -1.62480 0.24466 3.50254
N 0.59356 -0.39916 -1.61082
N 2.04359 -0.13714 0.50983
N -0.26875 -1.29220 0.52526
C -5.78705 0.66440 1.41407
C -1.38061 -0.35644 0.94094
C -6.34569 0.33218 2.78214
C -3.11385 -3.55409 -4.40923
C -2.30152 -2.77980 -3.39204
C 4.41689 -1.33742 0.99683
C 2.63103 3.79641 1.19156
C -1.67601 -0.69871 2.55161
C 2.95538 2.37387 0.36844
C 2.01865 1.24180 1.06240
C 5.82988 -0.46865 1.16484
C 2.56142 2.72520 -1.21424
C 0.82714 -0.54863 -0.26720
B 3.34939 -0.60291 -0.06306
H 3.59374 4.17052 1.78202
H -1.24830 -1.83719 -4.73250
H 4.12607 2.22754 0.51815
H -5.55946 0.37651 3.54284
H -3.29977 -2.94593 -5.30051
H 4.41846 0.35277 -1.50475
H -2.83407 -1.88090 -3.06657
H -1.12713 0.77188 0.75892
H 5.57913 0.60928 0.72960
H -4.07417 -3.86372 -3.98740
H 0.89310 1.63551 0.99798
H -4.51512 1.97600 2.08975
H 0.21636 -1.62524 1.39644
H -7.11085 1.05961 3.07234
H 2.57568 1.78515 -1.91074
H 1.59424 3.38941 -1.30693
H 1.12043 0.20714 -2.27685
H 2.23377 4.62878 0.46931
H -6.57997 0.64060 0.66060
H -2.38022 -0.60110 0.34184
H 6.68084 -0.96410 0.53210
H 2.26356 1.23916 2.23048
H -2.09920 -3.39840 -2.51261
H -2.56905 -4.44461 -4.73940
H 6.11947 -0.41196 2.30783
H 1.79830 3.60931 2.00154
H -6.78797 -0.66799 2.79047
H -0.14885 -1.02507 -2.04688
H 3.45626 3.41890 -1.59299
H 3.86321 -1.49110 2.02843
H 4.65678 -2.39716 0.50575
H -5.01210 -0.05104 1.12226
*
```

Output
- HOMO (eV) = -12.34
- orbital gap (eV) = 7.85
- LUMO (eV) = -4.49
- DFT total energy (Eh) = -1301.8862

Results of the Löwdin charge analysis, in e, for atoms 1 through 2: number 1, I, carries 0.8309; number 2, O, carries -0.1042


DFT (ωB97M-V with the def2-TZVPD basis set) results for a 2-piece molecular cluster, C4H10N2O2 overall.

```
! wB97M-V def2-TZVPD RIJCOSX def2/J DEFGRID3
* xyz 0 1
O -0.49291 -1.47949 0.40242
O -0.37997 1.71614 1.99918
N 0.97630 -0.94430 -1.85101
N 1.06248 -0.02576 1.92526
C -0.10795 0.58761 1.64856
C -1.07366 -0.29151 0.83481
C 1.55810 0.17183 -1.88576
C -1.70743 0.57255 -0.31856
H -1.88308 -0.56254 1.53135
H 2.19894 0.53112 -2.70164
H 1.52030 0.79841 -1.01070
H -1.03198 0.77352 -1.14165
H 1.05545 -1.52137 -2.67617
H 1.70719 0.39753 2.56060
H 0.04778 -1.31919 -0.45063
H 1.14278 -1.00645 1.70149
H -2.61116 0.08097 -0.69780
H -1.98118 1.52094 0.13024
*
```

Output
- HOMO (eV) = -9.04
- orbital gap (eV) = 9.72
- SMILES = C[C@@H](O)C(N)=O.C=N
- LUMO (eV) = 0.69
- ΔE to the lowest compared entry with this formula, charge and spin (eV) = 1.719
- DFT total energy (Eh) = -418.3978

Results of the Löwdin charge analysis, in e, for atoms 1 through 2: number 1, O, carries -0.0949; number 2, O, carries 0.0444


> Among the records above, which one has the highest HOMO?

C4H10N2O2